Entry i
{"formula": "CH8N2", "method": "wB97M-V/def2-TZVPD", "s2": 0.76, "homo_ha": [-0.4947, -0.4642], "charge": 1, "spin_multiplicity": 2, "lumo_energy_ev": [-3.760, -9.428], "elements": ["N", "H", "H", "H", "C", "N", "H", "H", "H", "H", "H"], "positions_angstrom": [[2.742, -0.815, -0.031], [2.043, -1.411, 0.355], [3.432, -0.347, 0.520], [2.734, -0.685, -1.025], [-1.353, 0.348, -0.509], [-2.163, 0.499, 0.676], [-1.018, 1.321, -0.868], [-0.396, -0.117, -0.217], [-1.807, -0.307, -1.270], [-2.398, 1.477, 0.851], [-1.816, 0.037, 1.518]]}

=====

Entry ii
{"formula": "CH8N2", "method": "wB97M-V/def2-TZVPD", "s2": 0.75, "homo_ha": [-0.4451, -0.4451], "charge": 1, "spin_multiplicity": 2, "lumo_energy_ev": [-4.104, -9.091], "elements": ["N", "H", "H", "H", "C", "N", "H", "H", "H", "H", "H"], "positions_angstrom": [[-3.218, 0.271, -2.525], [-3.007, 1.002, -3.166], [-3.673, -0.528, -2.920], [-2.349, 0.035, -2.074], [1.588, -0.387, 0.785], [1.899, 0.104, 2.069], [1.672, -1.468, 0.689], [2.203, 0.114, 0.022], [0.573, -0.153, 0.461], [1.384, 0.880, 2.503], [2.740, -0.207, 2.574]]}

=====

Stability, descending: entry ii, entry i

=====

Entry i
{"formula": "CH3Br3Si", "method": "wB97M-V/def2-TZVPD", "homo_ha": [-0.3537, -0.3721], "lumo_energy_ev": [-1.060, -1.399], "elements": ["C", "Si", "Br", "Br", "Br", "H", "H", "H"], "positions_angstrom": [[-0.218, -0.252, 1.012], [0.626, 0.203, -0.552], [-0.211, 0.896, 2.536], [0.086, 2.172, -1.390], [0.108, -1.386, -1.974], [-2.007, -0.448, 0.002], [-0.484, -1.327, 1.110], [2.100, 0.141, -0.745]]}

=====

Entry ii
{"formula": "CH3Br3Si", "method": "wB97M-V/def2-TZVPD", "homo_ha": -0.3744, "lumo_energy_ev": -3.301, "elements": ["C", "Si", "Br", "Br", "Br", "H", "H", "H"], "positions_angstrom": [[-0.086, -0.055, -0.729], [1.015, 0.668, 0.563], [-2.437, 1.010, 0.574], [1.699, 2.596, -0.096], [2.806, -0.759, 0.446], [0.161, -0.113, -1.769], [-0.839, -0.784, -0.445], [0.928, 0.846, 2.060]]}

=====

Stability, descending: entry ii, entry i

=====

Entry i
{"formula": "CH2ClOP", "method": "wB97M-V/def2-TZVPD", "homo_ha": -0.3354, "lumo_energy_ev": 0.370, "elements": ["C", "O", "P", "Cl", "H", "H"], "positions_angstrom": [[-2.852, -0.087, 0.458], [-3.441, -0.777, -0.204], [-0.727, 0.405, -0.299], [-0.245, 2.260, 0.111], [-0.329, 0.031, 0.948], [0.570, 0.372, -1.145]]}

=====

Entry ii
{"formula": "CH2ClOP", "method": "wB97M-V/def2-TZVPD", "homo_ha": [-0.3606, -0.2707], "lumo_energy_ev": [-0.322, -1.569], "elements": ["C", "O", "P", "Cl", "H", "H"], "positions_angstrom": [[-1.258, 1.069, -0.466], [2.800, -1.736, 0.193], [1.469, -1.938, 0.808], [-0.246, -0.365, -0.635], [-1.934, 0.913, 0.348], [-0.831, 2.057, -0.249]]}

=====

Stability, descending: entry i, entry ii

=====

Entry i
{"formula": "CH5NP2", "method": "wB97M-V/def2-TZVPD", "s2": 2.01, "homo_ha": [-0.1687, -0.3939], "spin_multiplicity": 3, "lumo_energy_ev": [0.669, -3.651], "elements": ["C", "N", "P", "P", "H", "H", "H", "H", "H"], "positions_angstrom": [[3.389, -1.087, -0.416], [2.447, -1.509, -0.940], [0.343, 1.460, 0.457], [-1.270, 0.123, 0.133], [1.669, -1.831, -1.481], [0.172, 1.548, 1.865], [-0.524, 2.636, 0.624], [-2.114, 0.976, -0.673], [-0.443, -0.273, -1.032]]}

=====

Entry ii
{"formula": "CH5NP2", "method": "wB97M-V/def2-TZVPD", "s2": 2.01, "homo_ha": [-0.2315, -0.3636], "spin_multiplicity": 3, "lumo_energy_ev": [0.238, -2.249], "elements": ["C", "N", "P", "P", "H", "H", "H", "H", "H"], "positions_angstrom": [[1.650, -0.911, 0.166], [-0.866, -0.088, 0.610], [-0.055, -0.942, -0.419], [-2.868, -0.336, -0.005], [1.757, -0.096, 0.960], [2.095, -1.785, 0.660], [2.207, -0.524, -0.648], [-2.996, -0.840, 1.402], [-3.316, 0.989, 0.322]]}

=====

Stability, descending: entry ii, entry i

=====

Entry i
{"formula": "C9H13N3", "method": "wB97M-V/def2-TZVPD", "homo_ha": -0.3033, "lumo_energy_ev": 0.682, "elements": ["C", "C", "C", "C", "C", "C", "C", "C", "C", "N", "N", "N", "H", "H", "H", "H", "H", "H", "H", "H", "H", "H", "H", "H", "H"], "positions_angstrom": [[2.720, 0.678, -0.796], [1.041, -2.195, 0.556], [1.924, -1.645, -0.305], [0.596, -1.204, 1.407], [2.055, -0.312, -0.063], [0.954, 1.304, 1.450], [-2.430, 0.534, 0.421], [-1.376, -0.512, -1.666], [-1.049, 1.910, -0.980], [3.211, 1.449, -1.499], [1.148, -0.059, 1.009], [-1.663, 0.775, -0.781], [0.675, -3.200, 0.649], [2.516, -2.101, -0.941], [-0.050, -1.403, 2.177], [0.013, 1.293, 2.040], [1.777, 1.809, 1.881], [0.553, 1.842, 0.574], [-1.950, 1.129, 1.321], [-3.428, 0.960, 0.382], [-2.558, -0.446, 0.707], [-2.062, -1.254, -1.363], [-1.810, -0.297, -2.610], [-0.359, -0.833, -1.719], [-0.449, 1.776, -1.852]]}

=====

Entry ii
{"formula": "C9H13N3", "method": "wB97M-V/def2-TZVPD", "homo_ha": [-0.2440, -0.2440], "lumo_energy_ev": [0.797, 0.797], "elements": ["C", "C", "C", "C", "C", "C", "C", "C", "C", "N", "N", "N", "H", "H", "H", "H", "H", "H", "H", "H", "H", "H", "H", "H", "H"], "positions_angstrom": [[-1.550, 1.655, -0.639], [-1.454, -0.971, 0.931], [1.838, -0.455, -0.408], [-0.321, 1.403, -0.313], [-0.415, -0.789, 0.114], [-2.755, 0.799, -0.252], [-2.452, 0.105, 0.992], [0.703, -2.672, -0.866], [3.133, 1.468, 0.374], [0.873, 1.643, 0.137], [0.719, -1.262, -0.229], [1.920, 0.853, -0.126], [-1.715, 2.668, -1.022], [-1.520, -1.791, 1.528], [2.730, -1.051, -0.600], [-3.576, 1.500, -0.130], [-3.093, 0.132, -1.008], [-3.335, -0.286, 1.366], [-2.175, 0.930, 1.714], [-0.299, -3.040, -1.101], [1.287, -2.640, -1.907], [1.187, -3.400, -0.211], [3.820, 0.822, 0.828], [2.862, 2.273, 1.161], [3.589, 2.105, -0.332]]}

=====

Stability, descending: entry i, entry ii

=====

Entry i
{"formula": "C9H13N3", "method": "wB97M-V/def2-TZVPD", "smiles": "Cc1ccc(C)n1[C@@H]1CCN=N1", "homo_ha": -0.2744, "lumo_energy_ev": 0.145, "elements": ["C", "C", "C", "C", "C", "C", "C", "C", "C", "N", "N", "N", "H", "H", "H", "H", "H", "H", "H", "H", "H", "H", "H", "H", "H"], "positions_angstrom": [[-2.647, -0.346, -0.219], [-2.207, -0.532, -1.566], [-1.549, 0.061, 0.498], [-0.913, -0.093, -1.619], [2.192, -0.500, 0.325], [2.528, -0.283, 1.783], [1.207, 0.680, 0.102], [-1.784, 0.341, 1.969], [-0.081, -0.057, -2.888], [1.720, 0.833, 2.255], [1.044, 1.325, 1.358], [-0.494, 0.234, -0.360], [-3.486, -0.670, 0.359], [-2.753, -0.591, -2.489], [3.203, -0.326, -0.285], [1.718, -1.572, 0.020], [2.347, -1.078, 2.440], [3.582, 0.077, 1.785], [1.342, 1.310, -0.723], [-1.158, 1.233, 2.192], [-2.748, 0.702, 2.110], [-1.397, -0.460, 2.618], [-0.923, -0.090, -3.667], [0.738, 0.746, -2.957], [0.522, -0.943, -3.042]]}

=====

Entry ii
{"formula": "C9H13N3", "method": "wB97M-V/def2-TZVPD", "smiles": "N/N=C/N1CC1.C=CC#CC=C", "homo_ha": -0.3052, "lumo_energy_ev": 0.501, "elements": ["C", "C", "C", "C", "C", "C", "C", "C", "C", "H", "H", "H", "H", "H", "H", "H", "H", "H", "H", "H", "H", "H", "N", "N", "N"], "positions_angstrom": [[0.315, 0.593, 2.737], [-0.628, 0.380, 1.814], [-1.564, 1.310, 1.205], [-2.318, 2.073, 0.625], [-2.940, 3.164, -0.076], [-2.465, 4.416, -0.021], [1.488, -1.867, -1.677], [1.141, -2.884, 0.514], [2.561, -3.076, 0.054], [0.519, 1.586, 3.142], [0.982, -0.206, 3.063], [-0.590, -0.662, 1.392], [-3.809, 2.894, -0.677], [-1.605, 4.646, 0.616], [-2.955, 5.257, -0.541], [1.235, 0.079, -3.213], [0.232, 0.903, -2.105], [2.314, -1.838, -2.409], [0.867, -1.866, 0.761], [0.760, -3.815, 0.982], [3.000, -4.061, 0.202], [3.265, -2.240, 0.041], [1.013, 0.285, -2.211], [0.737, -0.854, -1.473], [1.427, -3.052, -0.930]]}

=====

Stability, descending: entry i, entry ii

=====

Entry i
{"formula": "C2H11NO5", "method": "wB97M-V/def2-TZVPD", "homo_ha": -0.3511, "lumo_energy_ev": 0.155, "elements": ["H", "O", "N", "H", "H", "H", "C", "H", "H", "C", "O", "O", "H", "O", "H", "H", "O", "H", "H"], "positions_angstrom": [[1.212, -0.758, 0.782], [0.943, -1.063, 1.930], [1.218, -0.620, -0.470], [1.222, -0.402, 2.549], [1.349, -1.510, -0.825], [1.986, 0.005, -0.761], [-0.145, -0.075, -0.862], [-0.046, 0.688, -1.610], [-0.733, -0.878, -1.282], [-0.841, 0.691, 0.303], [-0.833, 1.901, 0.260], [-1.482, -0.015, 1.198], [-0.111, -0.757, 1.947], [-1.635, -2.618, 0.252], [-1.816, -1.677, 0.585], [-2.473, -3.092, 0.291], [2.058, 2.379, -2.495], [1.693, 2.394, -1.638], [1.214, 2.210, -2.997]]}

=====

Entry ii
{"formula": "C2H11NO5", "method": "wB97M-V/def2-TZVPD", "smiles": "NCC(=O)O.O.O.O", "homo_ha": -0.3448, "lumo_energy_ev": 0.425, "elements": ["O", "C", "O", "C", "N", "H", "H", "H", "H", "H", "H", "H", "O", "H", "H", "O", "H", "H", "O"], "positions_angstrom": [[1.404, -1.332, 0.449], [0.270, -1.669, 0.358], [-0.280, -2.042, -0.878], [-0.862, -1.420, 1.323], [-0.374, -0.596, 2.453], [0.482, -2.441, -1.325], [-1.681, -0.884, 0.846], [-1.187, -2.381, 1.729], [-1.075, 0.092, 2.669], [0.521, -0.205, 2.210], [-0.698, 2.566, -1.099], [0.282, 2.273, -2.120], [0.252, 2.672, -1.242], [2.635, 1.879, 0.729], [1.698, 1.774, -0.508], [1.867, 1.417, 0.386], [-0.934, -0.156, -1.253], [-1.147, -0.014, -2.779], [-1.173, 0.468, -1.947]]}

=====

Stability, descending: entry ii, entry i

=====

Entry i
{"formula": "C4H6BrN", "method": "wB97M-V/def2-TZVPD", "homo_ha": -0.3171, "lumo_energy_ev": -0.470, "elements": ["C", "C", "C", "C", "N", "Br", "H", "H", "H", "H", "H", "H"], "positions_angstrom": [[-0.627, -0.802, 1.856], [-1.233, -0.067, 0.741], [1.105, -0.395, -0.931], [0.573, 0.685, -1.786], [-1.632, 0.495, -0.180], [2.658, 0.098, 0.073], [-1.196, -0.542, 2.737], [-0.728, -1.925, 1.469], [0.322, -0.367, 2.000], [-0.517, 0.985, -1.294], [0.144, 0.211, -2.672], [1.130, 1.623, -2.013]]}

=====

Entry ii
{"formula": "C4H6BrN", "method": "wB97M-V/def2-TZVPD", "smiles": "[H]/N=C(\\C)C(=C)Br", "homo_ha": -0.3489, "lumo_energy_ev": 0.652, "elements": ["C", "C", "C", "C", "N", "Br", "H", "H", "H", "H", "H", "H"], "positions_angstrom": [[1.306, 1.651, -0.279], [1.656, 0.437, -0.030], [0.764, -0.778, 0.032], [-0.728, -0.722, 0.332], [1.277, -1.854, -0.347], [3.496, 0.014, 0.056], [2.067, 2.364, -0.485], [0.367, 2.062, -0.432], [-1.345, -0.652, -0.611], [-1.047, 0.066, 0.982], [-0.990, -1.625, 0.891], [0.594, -2.548, -0.636]]}

=====

Entry iii
{"formula": "C4H6BrN", "method": "wB97M-V/def2-TZVPD", "homo_ha": [-0.3213, -0.3501], "lumo_energy_ev": [-0.693, -0.955], "elements": ["C", "C", "C", "C", "N", "Br", "H", "H", "H", "H", "H", "H"], "positions_angstrom": [[0.579, -0.481, 0.264], [-0.595, 0.482, -0.270], [0.443, -1.837, -0.345], [-0.302, 1.843, 0.124], [1.417, -0.163, 1.108], [-2.345, -0.174, 0.041], [-0.198, -1.678, -1.140], [0.124, -2.690, 0.323], [1.540, -2.127, -0.733], [0.617, 1.955, 0.623], [-1.000, 2.369, 0.703], [-0.279, 2.500, -0.699]]}

=====

Entry iv
{"formula": "C4H6BrN", "method": "wB97M-V/def2-TZVPD", "homo_ha": -0.3204, "lumo_energy_ev": -0.732, "elements": ["C", "C", "C", "C", "N", "Br", "H", "H", "H", "H", "H", "H"], "positions_angstrom": [[0.826, -2.052, 0.212], [-1.438, 1.008, 0.356], [1.145, -0.790, 0.790], [-0.731, 1.606, -0.724], [0.515, -3.053, -0.275], [-2.523, -0.393, -0.072], [1.710, -0.172, 0.101], [1.938, -1.153, 1.553], [0.300, -0.362, 1.313], [0.090, 2.232, -0.393], [-1.389, 2.203, -1.322], [-0.443, 0.926, -1.540]]}

=====

Stability, descending: entry ii, entry iv, entry iii, entry i